No. 1
C28H28N5O3S2V | ωB97M-V/def2-TZVPD

Values from the calculation:
Frontier orbital gap (spin up / spin down): 5.71 / 6.29 eV
2S+1: 4
Energy above the lowest of the compared OMol25 structures with the same formula, charge and spin: 33.5 kcal/mol
Total energy: -90443.0648 eV
Expectation value of S²: 3.80
Total charge: -1

Geometry (Å):
V (-0.764, 0.235, 0.147)
C (-5.253, -0.629, -2.640)
S (-5.737, 0.239, -1.135)
C (-4.196, -0.018, -0.206)
S (-3.699, -1.586, 0.155)
N (-3.712, 1.141, 0.158)
N (-2.447, 1.139, 0.743)
C (-2.292, 2.079, 1.659)
C (-0.999, 2.254, 2.192)
C (-0.637, 3.176, 3.196)
C (0.636, 3.175, 3.684)
C (1.577, 2.245, 3.177)
C (1.186, 1.406, 2.176)
N (-0.069, 1.404, 1.668)
H (-6.146, -0.736, -3.256)
H (-4.866, -1.612, -2.373)
H (-4.496, -0.067, -3.185)
H (-3.153, 2.662, 1.960)
H (-1.383, 3.870, 3.563)
H (0.929, 3.882, 4.451)
H (2.588, 2.203, 3.556)
H (1.873, 0.696, 1.730)
C (-1.923, 3.557, -1.254)
O (-0.869, 2.649, -0.980)
C (0.406, 3.136, -0.913)
C (0.752, 4.468, -1.001)
C (2.104, 4.831, -0.965)
C (3.079, 3.856, -0.861)
C (2.726, 2.507, -0.787)
C (1.392, 2.137, -0.795)
N (0.904, 0.845, -0.748)
N (1.772, -0.173, -0.905)
C (1.202, -1.355, -1.306)
C (-0.132, -1.473, -1.775)
O (-1.013, -0.493, -1.609)
C (-0.525, -2.657, -2.445)
C (0.305, -3.730, -2.550)
C (1.617, -3.692, -1.994)
C (2.484, -4.808, -2.052)
C (3.734, -4.766, -1.498)
C (4.175, -3.588, -0.856)
C (3.362, -2.487, -0.801)
C (2.066, -2.507, -1.373)
H (-1.708, 4.126, -2.162)
H (-2.818, 2.955, -1.384)
H (-2.070, 4.242, -0.414)
H (-0.008, 5.229, -1.099)
H (2.378, 5.875, -1.047)
H (4.125, 4.136, -0.841)
H (3.473, 1.727, -0.724)
H (-1.539, -2.688, -2.824)
H (-0.034, -4.637, -3.039)
H (2.132, -5.711, -2.539)
H (4.384, -5.632, -1.551)
H (5.161, -3.554, -0.407)
H (3.688, -1.580, -0.308)
C (-0.554, -3.524, 1.418)
C (-0.034, -2.177, 1.873)
C (-0.320, -1.886, 3.332)
O (-0.639, -1.169, 1.072)
H (-0.030, -4.321, 1.951)
H (-0.391, -3.647, 0.346)
H (-1.626, -3.593, 1.608)
H (1.047, -2.144, 1.703)
H (-1.393, -1.965, 3.522)
H (0.004, -0.877, 3.596)
H (0.212, -2.600, 3.966)

No. 2
C5H11NO | ωB97M-V/def2-TZVPD

Values from the calculation:
SMILES: CCN1C[C@H]1CO
Frontier orbital gap: 10.48 eV
Energy above the lowest of the compared OMol25 structures with the same formula, charge and spin: 51.4 kcal/mol
Total energy: -8899.4668 eV

Geometry (Å):
C (0.698, -2.035, -0.967)
C (0.498, -1.479, 0.426)
N (0.531, -0.029, 0.326)
C (0.204, 0.725, 1.515)
C (-0.727, 0.689, 0.347)
C (-1.031, 1.904, -0.524)
O (0.069, 2.468, -1.187)
H (0.771, -3.125, -0.968)
H (1.618, -1.603, -1.373)
H (-0.135, -1.725, -1.606)
H (-0.435, -1.862, 0.882)
H (1.322, -1.776, 1.086)
H (-0.131, 0.235, 2.430)
H (0.933, 1.515, 1.686)
H (-1.595, 0.023, 0.411)
H (-1.842, 1.652, -1.228)
H (-1.423, 2.677, 0.145)
H (0.675, 1.746, -1.399)

No. 3
C30H50FFeN3O3S2Si3 | ωB97M-V/def2-TZVPD

Values from the calculation:
Frontier orbital gap (spin up / spin down): 7.92 / 8.05 eV
2S+1: 5
Energy above the lowest of the compared OMol25 structures with the same formula, charge and spin: 0.0 kcal/mol
Total energy: -124946.9231 eV
Expectation value of S²: 6.01

Geometry (Å):
Fe (0.162, -0.217, 0.327)
C (3.695, -1.314, 1.000)
O (2.724, -0.669, 0.219)
Si (2.790, 0.807, -0.567)
C (3.052, 0.352, -2.371)
C (4.351, 1.713, -0.039)
C (1.158, 1.585, -0.179)
Si (0.608, 2.634, -1.620)
C (-0.841, 3.806, -1.272)
C (1.965, 3.833, -2.185)
C (0.152, 1.595, -3.136)
Si (1.124, 2.416, 1.493)
C (-0.634, 2.578, 2.194)
C (1.856, 4.153, 1.521)
C (2.012, 1.400, 2.810)
H (4.216, -0.614, 1.659)
H (4.441, -1.815, 0.373)
H (3.193, -2.057, 1.621)
H (3.957, -0.258, -2.451)
H (3.166, 1.207, -3.034)
H (2.215, -0.245, -2.730)
H (5.233, 1.127, -0.313)
H (4.406, 1.927, 1.027)
H (4.417, 2.666, -0.569)
H (-0.942, 4.083, -0.225)
H (-1.788, 3.384, -1.607)
H (-0.680, 4.732, -1.833)
H (2.149, 4.594, -1.424)
H (1.630, 4.347, -3.091)
H (2.919, 3.359, -2.414)
H (0.011, 0.546, -2.868)
H (0.921, 1.656, -3.909)
H (-0.788, 1.950, -3.563)
H (-1.189, 3.399, 1.737)
H (-0.575, 2.787, 3.266)
H (-1.214, 1.659, 2.080)
H (1.313, 4.833, 0.863)
H (2.901, 4.144, 1.205)
H (1.816, 4.566, 2.533)
H (1.591, 0.394, 2.868)
H (1.882, 1.893, 3.778)
H (3.084, 1.297, 2.638)
O (-1.901, -0.918, 0.622)
S (-3.016, -1.466, 1.466)
C (-2.528, -3.183, 1.934)
C (-1.334, -3.687, 1.137)
C (-1.596, -3.842, -0.360)
C (-0.344, -4.212, -1.145)
S (0.912, -2.913, -0.928)
O (0.165, -1.647, -1.280)
C (1.904, -3.300, -2.359)
C (1.494, -2.880, -3.615)
C (2.291, -3.167, -4.711)
C (3.480, -3.868, -4.544)
C (3.882, -4.277, -3.281)
C (3.094, -3.985, -2.176)
C (-2.931, -0.694, 3.073)
C (-1.726, -0.600, 3.760)
C (-1.714, 0.047, 4.984)
C (-2.887, 0.580, 5.510)
C (-4.080, 0.478, 4.812)
C (-4.105, -0.157, 3.577)
H (-3.423, -3.785, 1.763)
H (-2.304, -3.186, 2.999)
H (-1.044, -4.654, 1.561)
H (-0.504, -2.999, 1.317)
H (-1.976, -2.903, -0.766)
H (-2.354, -4.610, -0.542)
H (-0.550, -4.311, -2.212)
H (0.125, -5.131, -0.784)
H (0.578, -2.311, -3.713)
H (1.991, -2.834, -5.696)
H (4.101, -4.085, -5.403)
H (4.815, -4.809, -3.152)
H (3.409, -4.270, -1.179)
H (-0.817, -1.001, 3.318)
H (-0.783, 0.142, 5.528)
H (-2.865, 1.084, 6.468)
H (-4.989, 0.902, 5.219)
H (-5.019, -0.217, 3.001)
F (0.540, -1.334, 1.847)
N (-5.186, 1.943, 0.931)
C (-4.569, 1.421, -0.187)
C (-3.191, 1.598, -0.403)
N (-2.581, 1.078, -1.444)
C (-3.326, 0.365, -2.292)
C (-4.677, 0.187, -2.075)
N (-5.311, 0.715, -1.027)
H (-4.717, 2.700, 1.400)
H (-6.186, 2.036, 0.856)
H (-2.597, 2.177, 0.295)
H (-2.827, -0.062, -3.152)
H (-5.282, -0.389, -2.766)